Entry 1:
Below is a single C16H24ClNO3SSi molecule, with properties calculated with ωB97M-V with the def2-TZVPD basis set.

The electronic energy comes out at -2052.44769 Eh. The value obtained for the highest occupied orbital energy is -8.42 eV. The calculation puts the frontier orbital gap at 8.371 eV.

Structure (ORCA input):
```
! RIJCOSX wB97M-V def2-TZVPD def2/J DEFGRID3
* xyz 0 1
C -3.213 3.420 -0.582
C -2.979 3.274 0.921
C -3.515 4.407 1.765
O -1.609 2.957 1.178
C -0.663 3.916 0.941
S -0.971 5.495 0.484
N 0.640 3.586 1.253
C 1.132 2.272 1.569
C 2.327 2.127 2.298
C 2.854 0.883 2.561
C 2.180 -0.240 2.130
Cl 2.832 -1.756 2.522
C 0.967 -0.172 1.433
C 0.131 -1.280 0.939
O -1.001 -1.052 0.541
O 0.638 -2.547 0.872
C -0.303 -3.435 0.321
C -0.563 -3.198 -1.126
Si 1.022 -3.167 -2.106
C 2.452 -3.884 -1.100
C 1.604 -1.468 -2.554
C 0.618 -4.285 -3.547
C 0.502 1.106 1.157
H -4.235 3.714 -0.831
H -2.590 4.190 -0.949
H -2.964 2.494 -1.142
H -3.535 2.349 1.220
H -4.594 4.464 1.738
H -3.177 4.339 2.781
H -3.160 5.376 1.434
H 1.304 4.359 1.278
H 2.804 3.027 2.620
H 3.773 0.743 3.101
H 0.113 -4.436 0.491
H -1.249 -3.435 0.861
H -1.173 -4.007 -1.564
H -1.136 -2.247 -1.257
H 2.424 -3.639 -0.019
H 3.373 -3.489 -1.533
H 2.482 -4.964 -1.210
H 1.673 -0.810 -1.691
H 1.095 -1.013 -3.401
H 2.646 -1.623 -2.835
H -0.454 -4.122 -3.785
H 0.807 -5.336 -3.352
H 1.117 -4.040 -4.454
H -0.430 1.148 0.632
*
```



Entry 2:
Below is 2 unconnected molecules or ions with the total composition C37H31N4O, with properties calculated with ωB97M-V with the def2-TZVPD basis set.

The electronic energy comes out at -1722.51991 Eh. The value obtained for the highest occupied orbital energy is -10.17 eV. The calculation puts the frontier orbital gap at 5.486 eV.

Structure (ORCA input):
```
! RIJCOSX wB97M-V def2-TZVPD def2/J DEFGRID3
* xyz 1 1
C 5.685 -1.131 2.862
C 5.079 -0.049 3.533
C 3.693 0.116 3.491
C 2.945 -0.897 2.889
N 1.564 -0.850 2.927
C 0.764 0.189 3.190
N -0.491 -0.334 2.977
C -1.631 0.463 2.780
C -1.601 1.766 3.270
C -2.745 2.568 3.150
C -3.883 2.070 2.490
C -3.836 0.816 1.871
C -2.694 0.014 2.005
C -0.380 -1.740 2.806
C -1.443 -2.716 2.952
C -1.338 -4.019 2.393
C -2.398 -4.913 2.546
C -3.556 -4.527 3.241
C -3.616 -3.285 3.880
C -2.550 -2.399 3.762
N 0.892 -2.044 2.696
C 3.505 -2.010 2.270
C 4.897 -2.087 2.195
H 6.771 -1.247 2.878
H 5.699 0.653 4.099
H 3.166 0.956 3.938
H -0.682 2.124 3.733
H -2.761 3.572 3.576
H -4.802 2.658 2.454
H -4.687 0.450 1.294
H -2.642 -0.960 1.514
H -0.431 -4.289 1.843
H -2.327 -5.914 2.113
H -4.399 -5.209 3.305
H -4.490 -2.991 4.464
H -2.576 -1.436 4.279
H 2.844 -2.764 1.859
H 5.350 -2.909 1.638
C -3.792 3.440 7.708
O -3.052 4.633 8.039
C -1.868 4.826 7.402
C -1.343 3.948 6.427
C -0.193 4.288 5.732
C 0.518 5.473 6.032
C 1.689 5.838 5.297
C 1.821 5.720 3.916
C 3.022 6.038 3.152
C 4.259 6.549 3.503
C 5.194 6.792 2.486
C 4.893 6.531 1.138
C 3.641 6.029 0.774
C 2.732 5.790 1.791
N 1.400 5.366 1.712
C 0.698 5.041 0.489
C 0.855 5.317 2.954
C 0.031 6.295 7.087
C -1.146 5.998 7.732
H -4.687 3.491 8.324
H -4.070 3.428 6.645
H -3.213 2.542 7.959
H -1.862 3.012 6.203
H 0.190 3.615 4.969
H 2.480 6.376 5.814
H 4.476 6.776 4.552
H 6.171 7.193 2.738
H 5.642 6.715 0.372
H 3.379 5.818 -0.261
H 1.382 5.151 -0.353
H 0.339 4.004 0.525
H -0.164 5.707 0.337
H -0.192 5.077 3.121
H 0.590 7.199 7.347
H -1.561 6.661 8.492
*
```



Entry 3:
Below is a molecular structure, C45H48N6O12P2S2W, with properties calculated with ωB97M-V with the def2-TZVPD basis set.

The electronic energy comes out at -4521.38899 Eh. The expectation value of S² is 2.026. The value obtained for the highest occupied orbital energy (alpha / beta) is -0.10 / -2.97 eV. The calculation puts the energy relative to the best compared isomer or geometry (same formula, charge and spin) at 173.3 kJ/mol. The calculation puts the frontier orbital gap (alpha / beta) at 3.092 / 5.960 eV.

Structure (ORCA input):
```
! RIJCOSX wB97M-V def2-TZVPD def2/J DEFGRID3
* xyz -2 3
W 0.278 -1.038 -0.182
O -2.290 -2.003 2.791
S -1.412 -1.929 1.643
O -1.147 -3.124 0.878
O -0.050 -1.313 2.017
O -1.822 -0.870 0.615
O 2.467 -0.401 1.339
P 2.681 0.028 2.732
C 1.762 1.579 3.037
P 0.142 1.732 2.248
O 0.107 1.180 0.877
C -1.156 1.281 3.402
C -0.958 1.285 4.778
C -2.027 1.048 5.632
C -3.292 0.824 5.107
C -3.495 0.851 3.740
C -2.429 1.090 2.882
C -0.121 3.535 2.111
C 0.181 4.435 3.118
C -0.171 5.778 2.987
C -0.839 6.204 1.850
C -1.150 5.306 0.846
C -0.793 3.963 0.979
C 2.425 -1.069 4.146
C 1.147 -1.372 4.620
C 0.990 -2.159 5.752
C 2.100 -2.639 6.431
C 3.373 -2.355 5.961
C 3.536 -1.578 4.822
C 4.410 0.554 2.916
C 4.855 1.439 3.886
C 6.211 1.729 4.002
C 7.119 1.117 3.149
C 6.680 0.230 2.183
C 5.320 -0.055 2.062
H 2.360 2.316 2.494
H 1.748 1.864 4.091
H 0.024 1.443 5.202
H -1.864 1.026 6.703
H -4.120 0.607 5.771
H -4.474 0.648 3.326
H -2.574 1.068 1.808
H 0.695 4.104 4.015
H 0.070 6.482 3.773
H -1.123 7.245 1.750
H -1.672 5.643 -0.041
H -1.021 3.234 0.208
H 0.272 -1.037 4.086
H -0.012 -2.409 6.082
H 1.973 -3.244 7.322
H 4.246 -2.742 6.473
H 4.537 -1.396 4.454
H 4.150 1.912 4.562
H 6.556 2.419 4.761
H 8.176 1.340 3.238
H 7.389 -0.249 1.520
H 4.952 -0.750 1.313
C 3.565 0.461 -2.161
C 2.052 0.693 -2.119
C 1.813 2.091 -1.539
C 1.483 0.610 -3.548
N 1.431 -0.289 -1.284
H 4.047 1.244 -2.757
H 3.797 -0.504 -2.614
H 3.979 0.479 -1.148
H 2.308 2.846 -2.159
H 2.214 2.140 -0.522
H 0.746 2.311 -1.478
H 1.530 1.583 -4.049
H 0.449 0.270 -3.526
H 2.044 -0.111 -4.148
C 3.575 -2.919 -0.734
C 2.644 -2.951 0.452
O 3.049 -3.302 1.549
O 1.400 -2.679 0.179
H 4.613 -2.865 -0.405
H 3.321 -2.079 -1.370
H 3.437 -3.837 -1.312
N -1.171 0.585 -1.534
C -1.889 1.265 -2.117
N -2.828 1.960 -2.763
C -2.896 3.409 -2.745
C -4.343 3.799 -2.528
O -5.185 3.206 -3.501
C -5.117 1.773 -3.465
C -3.711 1.300 -3.735
H -2.547 3.809 -3.704
H -2.256 3.795 -1.952
H -4.465 4.878 -2.624
H -4.656 3.490 -1.521
H -5.797 1.405 -4.228
H -5.449 1.417 -2.484
H -3.412 1.589 -4.747
H -3.620 0.219 -3.639
O -5.392 -2.091 -7.112
S -5.665 -3.515 -7.186
O -6.663 -3.982 -6.234
O -5.842 -4.016 -8.534
C -4.124 -4.300 -6.579
N -3.704 -5.402 -7.211
C -2.571 -5.922 -6.714
C -1.873 -5.389 -5.663
C -2.410 -4.241 -5.043
N -3.558 -3.715 -5.529
C -1.806 -3.590 -3.917
C -2.550 -2.684 -3.105
C -1.966 -2.030 -2.073
N -0.626 -2.117 -1.776
C 0.090 -3.029 -2.503
C -0.442 -3.756 -3.524
H -2.216 -6.831 -7.197
H -0.965 -5.855 -5.301
H -3.599 -2.524 -3.320
H -2.548 -1.392 -1.432
H 1.138 -3.099 -2.263
H 0.221 -4.413 -4.074
*
```



Entry 4:
Below is 6 unconnected molecules or ions with the total composition C6H23NO6, with properties calculated with ωB97M-V with the def2-TZVPD basis set.

The electronic energy comes out at -748.55311 Eh. The value obtained for the highest occupied orbital energy is -9.60 eV. The calculation puts the energy relative to the best compared isomer or geometry (same formula, charge and spin) at 207.3 kJ/mol. The calculation puts the frontier orbital gap at 9.710 eV.

Structure (ORCA input):
```
! RIJCOSX wB97M-V def2-TZVPD def2/J DEFGRID3
* xyz 0 1
C -2.464 3.038 1.197
C -1.820 2.306 2.094
C -0.443 1.728 2.032
C 0.138 1.514 0.622
C -0.617 0.392 -0.099
N -0.432 -0.873 0.619
C -0.295 0.312 -1.575
O -0.844 -0.875 -2.172
H -3.520 3.250 1.267
H -1.939 3.419 0.327
H -2.356 2.041 2.998
H 0.277 2.285 2.637
H -0.496 0.736 2.475
H -0.080 2.456 0.106
H 1.209 1.348 0.631
H -1.679 0.605 -0.008
H 0.274 -1.495 0.237
H -1.282 -1.413 0.722
H -0.726 1.154 -2.103
H 0.765 0.263 -1.811
H -1.769 -0.753 -2.402
O -0.966 -0.927 3.997
H -1.302 -0.032 3.900
H -0.727 -1.206 3.104
O 2.527 0.076 -2.862
H 3.043 0.679 -3.419
H 3.215 -0.612 -2.826
O 2.295 -0.011 2.316
H 1.426 -0.282 1.999
H 2.424 -0.244 3.244
O 2.044 -2.100 -1.089
H 1.753 -2.466 -1.934
H 2.435 -1.242 -1.275
O -0.533 -2.845 -4.062
H -0.276 -1.921 -4.005
H -0.554 -3.186 -3.166
*
```



Entry 5:
Below is a gas-phase ion, C2H3O2S2 (charge -1), with properties calculated with ωB97M-V with the def2-TZVPD basis set.

The electronic energy comes out at -1024.91217 Eh. The value obtained for the highest occupied orbital energy is -3.45 eV. The calculation puts the energy relative to the best compared isomer or geometry (same formula, charge and spin) at 57.8 kJ/mol. The calculation puts the frontier orbital gap at 6.927 eV.

Structure (ORCA input):
```
! RIJCOSX wB97M-V def2-TZVPD def2/J DEFGRID3
* xyz -1 1
C -1.511 0.375 -0.414
S -0.704 1.789 0.361
S 1.487 1.154 0.695
C 1.836 -0.946 0.540
O 1.734 -1.204 -0.607
O 2.110 -1.339 1.619
H -2.189 0.598 -1.197
H -2.015 -0.408 0.095
H -0.749 -0.019 -1.092
*
```



Entry 6:
Below is a molecular structure, C46H41FNO2P2PdS, with properties calculated with ωB97M-V with the def2-TZVPD basis set.

The electronic energy comes out at -3291.16253 Eh. The expectation value of S² is 2.042. The value obtained for the highest occupied orbital energy (alpha / beta) is -9.02 / -10.92 eV. The calculation puts the energy relative to the best compared isomer or geometry (same formula, charge and spin) at 3.5 kJ/mol. The calculation puts the frontier orbital gap (alpha / beta) at 6.653 / 7.520 eV.

Structure (ORCA input):
```
! RIJCOSX wB97M-V def2-TZVPD def2/J DEFGRID3
* xyz 1 3
Pd 0.262 0.207 0.047
O -1.455 -2.116 2.257
S -1.205 -1.622 0.891
C -2.796 -1.250 0.166
C -3.806 -2.204 0.172
C -5.052 -1.884 -0.343
C -5.290 -0.603 -0.820
C -4.308 0.373 -0.726
C -3.049 0.072 -0.214
P -1.792 1.380 0.097
C -2.377 2.829 -0.822
C -3.370 3.662 -0.307
C -3.802 4.761 -1.031
C -3.245 5.041 -2.272
C -2.248 4.224 -2.787
C -1.812 3.127 -2.060
C -2.087 1.816 1.834
C -2.987 1.141 2.652
C -3.104 1.490 3.992
C -2.330 2.512 4.516
C -1.429 3.189 3.702
C -1.301 2.838 2.370
C -0.449 -2.979 -0.014
C -1.163 -4.072 -0.479
C -0.489 -5.194 -0.938
C 0.895 -5.232 -0.898
C 1.608 -4.133 -0.442
C 0.957 -2.981 -0.014
P 1.864 -1.476 0.527
C 3.480 -1.489 -0.297
C 3.690 -1.972 -1.584
C 4.924 -1.821 -2.201
C 5.958 -1.176 -1.540
C 5.753 -0.678 -0.260
C 4.523 -0.829 0.358
C 2.225 -1.748 2.275
C 3.088 -2.760 2.694
C 3.301 -2.970 4.045
C 2.650 -2.172 4.981
C 1.793 -1.165 4.567
C 1.580 -0.948 3.212
H -3.628 -3.175 0.612
H -5.837 -2.629 -0.362
H -6.259 -0.350 -1.230
H -4.531 1.382 -1.046
H -3.795 3.456 0.668
H -4.572 5.404 -0.625
H -3.585 5.900 -2.836
H -1.807 4.443 -3.751
H -1.027 2.500 -2.464
H -3.599 0.340 2.262
H -3.803 0.957 4.623
H -2.427 2.784 5.559
H -0.820 3.985 4.111
H -0.582 3.357 1.745
H -2.242 -4.061 -0.504
H -1.051 -6.038 -1.316
H 1.425 -6.116 -1.229
H 2.690 -4.174 -0.427
H 2.892 -2.477 -2.112
H 5.076 -2.213 -3.198
H 6.922 -1.065 -2.018
H 6.556 -0.173 0.261
H 4.373 -0.440 1.358
H 3.601 -3.379 1.967
H 3.970 -3.754 4.371
H 2.815 -2.340 6.037
H 1.287 -0.545 5.295
H 0.922 -0.152 2.884
C 3.328 4.920 0.199
N 2.415 3.794 0.226
C 1.429 3.727 -0.831
C 2.502 2.848 1.178
O 1.801 1.844 1.282
H 3.912 4.916 -0.723
H 4.009 4.860 1.046
H 2.776 5.860 0.259
H 1.917 3.638 -1.805
H 0.813 4.630 -0.832
H 0.790 2.866 -0.668
H 3.292 3.058 1.912
F -2.750 -3.913 -3.755
C -1.884 -2.905 -3.561
C -0.526 -3.161 -3.688
C 0.362 -2.143 -3.431
C -0.083 -0.850 -3.047
C 0.837 0.154 -2.701
C -1.481 -0.633 -3.001
C -2.378 -1.652 -3.240
H -0.195 -4.149 -3.978
H 1.424 -2.319 -3.543
H 0.524 1.174 -2.538
H 1.901 -0.037 -2.754
H -1.856 0.354 -2.768
H -3.448 -1.493 -3.181
*
```



- Look up the electronic energy of the second one.
  -1722.51991 Eh



- Which formula does entry 5 have?
  C2H3O2S2